(1)
{
  "formula": "C21H56F2N9O14S2",
  "method": "ωB97M-V/def2-TZVPD",
  "elements": ["C", "C", "O", "N", "H", "H", "C", "H", "H", "H", "H", "H", "H", "C", "C", "O", "N", "H", "H", "C", "H", "H", "H", "H", "H", "H", "C", "C", "O", "N", "H", "H", "C", "H", "H", "H", "H", "H", "H", "C", "C", "O", "N", "H", "H", "C", "H", "H", "H", "H", "H", "H", "C", "C", "O", "N", "H", "H", "C", "H", "H", "H", "H", "H", "H", "C", "C", "O", "N", "H", "H", "C", "H", "H", "H", "H", "H", "H", "C", "C", "O", "N", "H", "H", "C", "H", "H", "H", "H", "H", "H", "N", "S", "O", "O", "F", "S", "O", "O", "F", "N", "O", "O", "O"],
  "positions_angstrom": [[-7.034, 9.021, 4.224], [-6.739, 10.510, 4.162], [-7.558, 11.350, 4.232], [-5.405, 10.918, 3.568], [-5.290, 10.656, 2.586], [-5.289, 11.967, 3.457], [-4.190, 10.439, 4.322], [-7.835, 8.985, 3.487], [-7.346, 8.736, 5.227], [-6.233, 8.348, 3.929], [-4.013, 9.408, 4.024], [-4.236, 10.553, 5.400], [-3.337, 10.994, 3.937], [-1.598, 13.276, -0.543], [-2.080, 12.783, 0.769], [-2.197, 11.657, 1.125], [-2.480, 13.865, 1.711], [-2.642, 14.748, 1.224], [-3.409, 13.566, 2.119], [-1.474, 14.132, 2.840], [-1.098, 12.418, -0.992], [-0.865, 14.082, -0.524], [-2.446, 13.530, -1.180], [-1.999, 14.634, 3.648], [-0.621, 14.673, 2.444], [-1.218, 13.151, 3.234], [-4.987, 8.162, -3.861], [-5.103, 7.181, -4.995], [-5.999, 6.460, -5.248], [-3.858, 7.049, -5.883], [-4.081, 7.223, -6.872], [-3.245, 7.857, -5.739], [-3.226, 5.658, -5.702], [-3.946, 8.219, -3.540], [-5.633, 7.981, -3.008], [-5.237, 9.175, -4.194], [-2.230, 5.741, -6.129], [-3.877, 4.975, -6.235], [-3.174, 5.511, -4.628], [-4.270, 15.609, -2.023], [-4.551, 16.293, -3.332], [-4.827, 15.769, -4.349], [-4.413, 17.818, -3.247], [-5.324, 18.091, -2.860], [-3.672, 18.077, -2.594], [-4.190, 18.459, -4.602], [-4.835, 16.012, -1.180], [-3.205, 15.644, -1.784], [-4.533, 14.558, -2.144], [-4.242, 19.547, -4.578], [-4.894, 18.140, -5.365], [-3.179, 18.177, -4.887], [-11.001, 10.894, 0.745], [-9.590, 11.376, 0.834], [-8.980, 11.486, 1.833], [-8.753, 11.458, -0.490], [-7.796, 11.082, -0.334], [-9.134, 10.788, -1.155], [-8.579, 12.888, -0.903], [-11.608, 11.298, 1.555], [-11.049, 9.804, 0.766], [-11.530, 11.260, -0.141], [-9.523, 13.353, -1.193], [-7.841, 13.008, -1.688], [-8.323, 13.499, -0.036], [-2.104, 6.345, -0.689], [-2.599, 5.647, 0.514], [-2.112, 4.674, 0.957], [-3.929, 6.154, 1.117], [-4.078, 7.142, 0.852], [-4.771, 5.672, 0.805], [-3.876, 6.133, 2.634], [-1.268, 5.772, -1.093], [-1.697, 7.329, -0.449], [-2.803, 6.327, -1.528], [-3.329, 5.265, 2.993], [-4.863, 6.134, 3.086], [-3.323, 7.045, 2.848], [-8.773, 6.608, 1.208], [-9.824, 6.717, 0.113], [-10.986, 6.727, 0.256], [-9.306, 6.724, -1.361], [-9.340, 7.619, -1.846], [-8.313, 6.545, -1.210], [-9.953, 5.622, -2.189], [-9.111, 7.071, 2.128], [-7.829, 7.066, 0.884], [-8.468, 5.561, 1.284], [-9.737, 4.644, -1.769], [-9.453, 5.693, -3.155], [-11.010, 5.827, -2.328], [-4.837, 13.709, 3.148], [-5.884, 14.611, 2.230], [-5.242, 15.616, 1.440], [-7.172, 14.848, 2.769], [-6.113, 13.412, 1.154], [-4.898, 14.578, 4.458], [-5.833, 14.134, 5.421], [-4.661, 15.992, 4.303], [-3.456, 14.025, 4.986], [-5.430, 9.348, 0.301], [-4.471, 8.818, -0.317], [-5.826, 8.793, 1.356], [-6.046, 10.345, -0.138]],
  "lowdin_charge": [0.04, -0.38, 0.20, 0.08, 0.13, 0.10, 0.03, 0.08, 0.12, 0.06, 0.08, 0.13, 0.09, 0.04, -0.42, 0.17, 0.07, 0.16, 0.10, 0.07, 0.11, 0.12, 0.08, 0.08, 0.12, 0.11, 0.03, -0.40, 0.20, 0.08, 0.20, 0.18, 0.08, 0.09, 0.08, 0.11, 0.12, 0.12, 0.10, 0.02, -0.39, 0.21, 0.10, 0.20, 0.19, 0.04, 0.09, 0.09, 0.09, 0.12, 0.11, 0.12, 0.05, -0.36, 0.20, 0.09, 0.11, 0.16, 0.02, 0.12, 0.09, 0.11, 0.12, 0.10, 0.09, 0.02, -0.39, 0.23, 0.09, 0.10, 0.18, 0.03, 0.11, 0.11, 0.08, 0.11, 0.10, 0.10, 0.05, -0.37, 0.23, 0.08, 0.17, 0.15, 0.05, 0.11, 0.06, 0.12, 0.12, 0.11, 0.12, -0.35, 0.54, -0.27, -0.19, -0.23, 0.50, -0.20, -0.21, -0.21, -0.56, -0.04, -0.06, -0.04],
  "e_tot_ha": -3373.9349,
  "homo_lumo_gap_ev": 8.1,
  "e_homo_ev": -20.1,
  "charge": 5,
  "multiplicity": 1,
  "max_force_ev_per_a": 6.4
}



(2)
{
  "formula": "C21H56F6O21PS7",
  "method": "ωB97M-V/def2-TZVPD",
  "elements": ["P", "F", "F", "F", "F", "F", "F", "O", "S", "O", "O", "C", "C", "C", "H", "H", "H", "H", "H", "H", "H", "H", "O", "S", "O", "O", "C", "C", "C", "H", "H", "H", "H", "H", "H", "H", "H", "O", "S", "O", "O", "C", "C", "C", "H", "H", "H", "H", "H", "H", "H", "H", "O", "S", "O", "O", "C", "C", "C", "H", "H", "H", "H", "H", "H", "H", "H", "O", "S", "O", "O", "C", "C", "C", "H", "H", "H", "H", "H", "H", "H", "H", "O", "S", "O", "O", "C", "C", "C", "H", "H", "H", "H", "H", "H", "H", "H", "O", "S", "O", "O", "C", "C", "C", "H", "H", "H", "H", "H", "H", "H", "H"],
  "positions_angstrom": [[0.192, 0.592, -0.835], [-0.259, -0.919, -0.481], [-1.317, 0.919, -1.416], [-0.341, 1.186, 0.560], [0.702, 2.080, -1.248], [1.662, 0.236, -0.321], [0.480, 0.111, -2.368], [-1.730, 0.408, 5.096], [-1.147, -0.803, 5.587], [-1.908, -1.871, 6.139], [-0.290, -1.467, 4.418], [-0.103, -0.754, 3.184], [1.067, 0.235, 3.236], [0.161, -0.419, 6.723], [-0.984, -0.174, 2.905], [-0.029, -1.494, 2.390], [1.028, 0.743, 2.277], [1.993, -0.324, 3.362], [0.783, 0.881, 4.063], [0.929, -1.175, 6.602], [-0.240, -0.336, 7.729], [0.564, 0.545, 6.417], [-3.986, 4.747, 0.503], [-3.801, 4.171, 1.790], [-2.893, 4.764, 2.719], [-5.261, 4.090, 2.443], [-5.396, 4.528, 3.806], [-4.918, 3.506, 4.833], [-3.425, 2.455, 1.587], [-6.466, 4.721, 3.914], [-4.974, 5.526, 3.935], [-5.290, 3.780, 5.817], [-3.829, 3.522, 4.878], [-5.234, 2.542, 4.438], [-3.621, 1.863, 2.473], [-2.362, 2.445, 1.341], [-3.969, 2.185, 0.685], [2.500, -4.193, 2.343], [3.429, -3.632, 1.430], [4.533, -2.885, 1.932], [4.012, -4.809, 0.550], [5.050, -4.513, -0.386], [5.521, -5.812, -1.002], [2.576, -2.658, 0.238], [5.886, -3.976, 0.063], [4.644, -3.865, -1.171], [6.140, -5.608, -1.875], [4.689, -6.434, -1.328], [6.094, -6.385, -0.272], [3.287, -1.967, -0.212], [1.852, -2.029, 0.752], [2.109, -3.258, -0.536], [5.226, 3.544, 0.976], [4.409, 2.673, 1.766], [4.758, 2.364, 3.099], [2.958, 3.250, 1.834], [2.342, 3.791, 0.632], [1.006, 4.337, 1.082], [4.131, 1.199, 0.807], [2.211, 2.952, -0.049], [2.975, 4.573, 0.219], [1.148, 5.089, 1.862], [0.385, 3.544, 1.493], [0.510, 4.881, 0.278], [3.341, 0.682, 1.345], [5.019, 0.595, 0.994], [3.940, 1.549, -0.197], [-1.501, -1.802, -7.570], [-1.437, -2.524, -6.349], [-2.516, -2.572, -5.412], [-0.976, -4.012, -6.681], [-1.262, -5.010, -5.694], [-2.651, -5.635, -5.863], [0.010, -1.979, -5.464], [-1.201, -4.608, -4.679], [-0.472, -5.759, -5.741], [-2.585, -6.618, -6.337], [-3.209, -5.043, -6.585], [-3.155, -5.740, -4.908], [-0.208, -1.060, -4.928], [0.757, -1.690, -6.207], [0.406, -2.849, -4.952], [-3.753, -4.365, -0.609], [-3.842, -2.962, -0.342], [-5.098, -2.348, -0.179], [-3.010, -2.677, 0.982], [-1.790, -3.433, 1.142], [-1.817, -4.145, 2.476], [-2.925, -2.042, -1.532], [-0.996, -2.688, 1.128], [-1.596, -4.157, 0.354], [-2.772, -4.662, 2.613], [-1.765, -3.442, 3.308], [-1.058, -4.919, 2.579], [-3.616, -1.900, -2.365], [-1.981, -2.503, -1.789], [-2.867, -1.030, -1.133], [0.787, 6.494, -1.940], [0.160, 5.904, -3.066], [-0.425, 6.684, -4.093], [1.231, 5.002, -3.789], [2.204, 4.364, -2.945], [2.979, 3.287, -3.683], [-1.011, 4.701, -2.508], [1.681, 3.919, -2.092], [2.879, 5.096, -2.499], [3.457, 3.742, -4.549], [2.347, 2.431, -3.901], [3.770, 2.995, -2.989], [-0.478, 4.007, -1.859], [-1.490, 4.274, -3.379], [-1.675, 5.226, -1.821]],
  "lowdin_charge": [0.19, -0.16, -0.19, -0.14, -0.17, -0.14, -0.18, -0.28, 0.57, -0.27, -0.25, -0.26, -0.03, -0.11, 0.11, 0.09, 0.05, 0.09, 0.07, 0.07, 0.07, 0.06, -0.27, 0.56, -0.28, -0.25, -0.28, -0.06, -0.10, 0.12, 0.11, 0.08, 0.07, 0.08, 0.07, 0.06, 0.08, -0.26, 0.54, -0.28, -0.25, -0.28, -0.07, -0.12, 0.12, 0.12, 0.08, 0.08, 0.08, 0.07, 0.05, 0.08, -0.29, 0.53, -0.26, -0.26, -0.24, -0.04, -0.12, 0.08, 0.12, 0.09, 0.07, 0.07, 0.04, 0.08, 0.06, -0.26, 0.57, -0.27, -0.26, -0.27, -0.06, -0.11, 0.11, 0.12, 0.07, 0.08, 0.08, 0.07, 0.07, 0.06, -0.29, 0.55, -0.26, -0.24, -0.27, -0.05, -0.12, 0.08, 0.11, 0.09, 0.07, 0.08, 0.08, 0.07, 0.06, -0.27, 0.54, -0.27, -0.24, -0.28, -0.05, -0.10, 0.07, 0.12, 0.08, 0.08, 0.08, 0.04, 0.08, 0.08],
  "e_tot_ha": -6141.9047,
  "homo_lumo_gap_ev": 10.9,
  "e_homo_ev": -9.3,
  "charge": -1,
  "multiplicity": 1,
  "max_force_ev_per_a": 3.3
}